Record 1
Here is a single C2H2F3NO molecule at a distorted geometry from OMol25. Energies are from ωB97M-V with the def2-TZVPD basis set.

Each line ends with the Mulliken charge.
Atoms and positions in Å:
C1 0.667 1.137 0.430  -0.097
C2 0.281 -0.255 -0.048  0.938
N1 -1.078 -0.343 -0.485  -0.336
O1 -0.017 1.727 1.189  -0.389
F1 0.479 -1.124 0.965  -0.283
F2 1.200 -0.773 -0.932  -0.269
F3 -1.279 -1.520 -1.275  -0.183
H1 1.463 1.611 -0.192  0.324
H2 -1.714 -0.460 0.349  0.296

Computed properties:
Frontier orbital gap, eV: 11.047
ΔE to the lowest compared entry with this formula, charge and spin, kJ/mol: 354.9
SMILES: O=CC(F)(F)NF
HOMO energy, eV: -11.2



Record 2
Here is a single C4H9NO molecule from OMol25. Energies are from ωB97M-V with the def2-TZVPD basis set.

Each line ends with the Mulliken charge.
Atoms and positions in Å:
C1 -1.734 0.404 -0.394  -1.322
C2 -0.579 0.260 0.589  0.335
O1 -1.121 -0.337 1.753  -0.559
C3 0.531 -0.538 -0.052  -0.216
C4 1.533 0.187 -0.893  -0.462
N1 1.904 -0.375 0.397  -0.574
H1 -2.502 1.060 0.023  0.326
H2 -1.384 0.820 -1.345  0.361
H3 -2.191 -0.573 -0.587  0.348
H4 -0.151 1.248 0.815  0.250
H5 -0.413 -0.406 2.405  0.322
H6 0.223 -1.558 -0.320  0.413
H7 1.658 1.273 -0.885  0.248
H8 1.763 -0.247 -1.863  0.286
H9 2.462 -1.220 0.358  0.244

Computed properties:
Frontier orbital gap, eV: 10.645
ΔE to the lowest compared entry with this formula, charge and spin, kJ/mol: 197.3
SMILES: C[C@@H](O)[C@H]1CN1
HOMO energy, eV: -9.5



Record 3
Here is a molecular structure, C38H33AsFeNO3P at a distorted geometry from OMol25. Energies are from ωB97M-V with the def2-TZVPD basis set.

Each line ends with the Mulliken charge.
Atoms and positions in Å:
Fe1 0.287 -0.439 0.315  1.239
C1 2.083 -4.370 -2.486  -0.544
C2 0.774 -3.922 -2.449  -0.671
C3 0.219 -3.463 -1.261  -0.184
C4 0.975 -3.445 -0.097  0.611
C5 2.298 -3.903 -0.141  -0.737
C6 2.846 -4.367 -1.323  -0.676
P1 0.459 -2.726 1.507  0.492
C7 0.579 -4.093 2.682  0.281
C8 0.206 -5.383 2.308  -0.255
C9 0.255 -6.408 3.237  -0.739
C10 0.674 -6.151 4.537  -0.422
C11 1.045 -4.869 4.913  -0.758
C12 1.000 -3.838 3.984  -0.284
C13 -1.277 -2.346 1.264  1.037
C14 -2.407 -2.878 1.885  -0.751
C15 -3.655 -2.368 1.569  -0.726
C16 -3.792 -1.332 0.650  -0.936
C17 -2.673 -0.756 0.052  -0.142
C18 -1.420 -1.249 0.398  0.103
H1 2.512 -4.725 -3.414  0.402
H2 0.175 -3.928 -3.350  0.448
H3 -0.815 -3.145 -1.252  0.499
H4 2.902 -3.903 0.761  0.379
H5 3.868 -4.721 -1.342  0.436
H6 -0.117 -5.583 1.294  0.457
H7 -0.033 -7.411 2.949  0.412
H8 0.714 -6.956 5.258  0.402
H9 1.373 -4.671 5.924  0.401
H10 1.291 -2.836 4.274  0.378
H11 -2.307 -3.690 2.597  0.489
H12 -4.537 -2.787 2.035  0.404
H13 -4.780 -0.963 0.404  0.444
H14 -2.791 0.057 -0.649  0.550
N1 2.228 0.070 1.159  -0.415
C19 3.185 0.042 0.039  -0.780
C20 2.423 0.181 -1.270  0.602
O1 2.889 0.682 -2.258  -0.653
O2 1.209 -0.355 -1.226  -0.441
H15 2.043 1.025 1.452  0.181
H16 2.576 -0.433 1.964  0.358
H17 3.658 -0.942 0.020  0.389
H18 3.965 0.800 0.094  0.384
O3 -0.199 1.303 0.557  -0.940
As1 -0.407 2.624 -0.507  1.475
C21 -1.332 2.189 -2.111  0.390
C22 -1.929 3.249 -2.793  -0.574
C23 -2.587 3.010 -3.988  -0.733
C24 -2.647 1.719 -4.497  -0.567
C25 -2.046 0.669 -3.819  -1.050
C26 -1.382 0.898 -2.623  -0.252
C27 -1.481 3.853 0.457  0.151
C28 -0.984 5.091 0.849  -0.223
C29 -1.770 5.922 1.636  -0.756
C30 -3.035 5.512 2.026  -0.488
C31 -3.530 4.275 1.627  -0.740
C32 -2.755 3.440 0.843  -0.405
C33 1.272 3.394 -0.916  0.213
C34 1.665 3.567 -2.236  -0.241
C35 2.900 4.139 -2.505  -0.722
C36 3.728 4.527 -1.465  -0.556
C37 3.337 4.343 -0.143  -0.956
C38 2.106 3.776 0.137  -0.479
H19 -1.889 4.256 -2.395  0.454
H20 -3.053 3.828 -4.520  0.428
H21 -3.161 1.533 -5.431  0.412
H22 -2.085 -0.333 -4.225  0.476
H23 -0.891 0.076 -2.121  0.737
H24 -0.002 5.418 0.531  0.438
H25 -1.390 6.887 1.945  0.431
H26 -3.644 6.160 2.641  0.402
H27 -4.520 3.963 1.933  0.428
H28 -3.140 2.474 0.536  0.328
H29 1.033 3.235 -3.049  0.404
H30 3.221 4.265 -3.530  0.426
H31 4.692 4.967 -1.682  0.423
H32 3.991 4.645 0.664  0.439
H33 1.802 3.626 1.167  0.562

Computed properties:
Spin multiplicity: 2
Frontier orbital gap (spin up / spin down), eV: 7.439 / 7.894
Expectation value of S²: 0.928
ΔE to the lowest compared entry with this formula, charge and spin, kJ/mol: 152.5
Charge: +1
HOMO energy (spin up / spin down), eV: -10.7 / -10.7



Record 4
Here is a molecular structure, C8H24N2O4Ti at a distorted geometry from OMol25. Energies are from ωB97M-V with the def2-TZVPD basis set.

Each line ends with the Mulliken charge.
Atoms and positions in Å:
Ti1 3.575 -6.861 16.765  -0.416
O1 2.740 -4.950 16.012  -0.687
H1 2.268 -5.355 15.277  0.150
O2 5.592 -6.083 16.381  -0.637
H2 6.260 -6.591 16.846  0.122
C1 0.924 -7.393 19.982  -1.444
C2 2.123 -6.466 20.077  0.316
C3 3.312 -7.086 20.809  -0.463
O3 3.179 -6.947 22.214  -0.302
C4 3.620 -5.716 22.690  -0.730
N1 2.512 -6.065 18.701  0.052
H3 0.108 -6.935 19.411  0.385
H4 0.465 -7.464 20.975  0.449
H5 1.158 -8.358 19.537  0.074
H6 1.770 -5.554 20.573  0.089
H7 4.252 -6.605 20.533  0.173
H8 3.260 -8.139 20.534  0.237
H9 4.629 -5.482 22.346  0.307
H10 3.594 -5.686 23.781  0.278
H11 2.924 -4.910 22.419  0.261
H12 3.278 -5.384 18.700  0.220
H13 1.752 -5.521 18.286  0.292
C5 4.263 -10.361 16.878  -0.656
C6 2.815 -10.823 16.723  0.040
C7 2.123 -9.983 15.639  -1.153
O4 1.905 -8.656 16.086  0.779
C8 1.102 -7.991 15.107  -0.993
N2 2.790 -12.267 16.488  -0.648
H14 4.935 -11.071 17.366  0.733
H15 4.298 -9.418 17.455  -0.268
H16 4.800 -10.093 15.961  0.155
H17 2.297 -10.619 17.664  0.130
H18 1.155 -10.449 15.407  0.184
H19 2.723 -10.073 14.727  0.345
H20 0.153 -8.526 15.012  0.389
H21 1.592 -7.965 14.130  0.331
H22 0.944 -6.964 15.431  0.288
H23 1.943 -12.719 16.846  0.365
H24 2.629 -12.420 15.484  0.254

Computed properties:
Spin multiplicity: 4
Frontier orbital gap (spin up / spin down), eV: 2.692 / 7.932
Expectation value of S²: 3.754
Charge: -1
HOMO energy (spin up / spin down), eV: 0.3 / -5.0